Molecular formula: C29H20Cl5N7O4SeTi
Method: DFT, the ωB97M-V functional and the def2-TZVPD basis

Structure (XYZ):
```
67
Properties=species:S:1:pos:R:3:lowdin_charge:R:1
Ti 0.19994 0.53501 -1.09495 0.932
C 1.59317 -0.03335 -5.09819 -0.088
C 0.57287 -0.82013 -5.67152 -0.096
C -0.38023 -1.36953 -4.87710 -0.022
C -0.36360 -1.15556 -3.46457 -0.353
N 0.61091 -0.36828 -2.93408 -0.028
C 1.55321 0.16370 -3.74985 -0.142
N -1.33068 -1.75095 -2.76588 0.141
C -1.51850 -1.71681 -1.44572 -0.316
N -0.72238 -1.21751 -0.41970 0.019
C -1.32891 -1.56476 0.79768 -0.290
N -0.99767 -1.37881 2.06909 0.134
C 0.17795 -1.01347 2.59733 -0.372
C 0.19731 -0.80200 4.01285 -0.047
C 1.35546 -0.44401 4.64229 -0.148
C 2.53117 -0.28117 3.88952 -0.115
C 2.42956 -0.50018 2.52869 -0.178
N 1.31238 -0.84231 1.88515 0.107
C -2.56810 -2.23602 0.50362 -0.136
C -3.57172 -2.74493 1.34037 -0.039
C -4.67109 -3.33200 0.75595 -0.124
C -4.78570 -3.43064 -0.65588 -0.123
C -3.79687 -2.93735 -1.47774 -0.033
C -2.68438 -2.33465 -0.88054 -0.131
H 2.36229 0.43795 -5.69276 0.088
H 0.53929 -0.97378 -6.74500 0.091
H -1.19272 -1.96712 -5.26566 0.099
H 2.29394 0.78154 -3.25793 0.110
H -0.73443 -0.93290 4.54794 0.096
H 1.36078 -0.28261 5.71614 0.091
H 3.47437 -0.00055 4.33813 0.079
H 3.31005 -0.37926 1.89944 0.096
H -3.46919 -2.65917 2.41519 0.097
H -5.46791 -3.72316 1.37958 0.078
H -5.66634 -3.89474 -1.08591 0.078
H -3.86423 -2.99606 -2.55667 0.101
Cl 2.58080 3.08785 0.12288 0.687
C 3.23847 1.51610 -0.30856 -0.668
C 2.38485 0.44879 -0.57358 -0.256
C 3.07905 -0.75404 -0.81910 -0.688
Cl 2.22737 -2.25968 -1.06366 0.696
C 4.47210 -0.86802 -0.85066 -0.710
Cl 5.26314 -2.38146 -1.17849 0.618
C 5.26147 0.25145 -0.60621 -0.724
Cl 6.99287 0.13721 -0.65129 0.617
C 4.63967 1.45179 -0.31660 -0.711
Cl 5.62367 2.84515 0.02429 0.615
C 0.33490 2.86890 4.01093 -0.015
C -0.43209 2.41385 2.81639 -0.297
C -1.77756 2.42517 2.51445 0.018
C -1.89324 1.80515 1.25624 -0.305
N -0.69160 1.44693 0.81479 0.040
N 0.17157 1.83504 1.77615 0.040
C -3.15469 1.53225 0.50917 -0.020
H -0.33642 3.34943 4.72177 0.074
H 1.11170 3.58382 3.73259 0.078
H 0.81457 2.02238 4.50568 0.051
H -2.57721 2.82708 3.11456 0.101
H 1.13500 1.55562 1.68785 0.092
H -3.94198 1.28419 1.22366 0.078
H -3.03067 0.71251 -0.19224 0.059
H -3.44692 2.40908 -0.07168 0.077
O -1.73426 3.85782 -1.79600 -0.476
Se -1.02597 2.60251 -2.53906 0.824
O -1.65265 1.13380 -2.01841 -0.507
O 0.52868 2.32698 -1.87331 -0.576
O -0.92459 2.69793 -4.15185 -0.469
```

Calculated values
Relative energy (zero: lowest compared OMol25 entry of this formula, charge and spin) (kJ/mol): 21.7
Orbital gap (spin up / spin down) (eV): 4.059 / 6.342
E_tot (eV): -200095.435
Multiplicity: 3
Net charge: -2
E_HOMO (spin up / spin down) (eV): -0.1 / -2.3